This record from the Open Molecules 2025 dataset describes a structure of composition C5H9InMgO4. The level of theory is ωB97M-V/def2-TZVPD.

Results
energy above the lowest of the compared OMol25 structures with the same formula, charge and spin: 49.5 kcal/mol
HOMO-LUMO gap (spin up / spin down): 5.4 / 6.4 eV
HOMO level (spin up / spin down): -10.8715 / -11.7860 eV
LUMO energy (spin up / spin down): -0.1993 / -0.1994 Ha
strongest force on any atom: 0.0905 hartree/bohr
spin multiplicity: 2
total charge: +1

```
20
C5H9InMgO4 | the Open Molecules 2025 dataset | ωB97M-V/def2-TZVPD
O 0.97 -2.50 -0.97
C -0.33 -2.46 -1.21
C -1.13 -1.47 -0.75
O -0.51 -0.59 0.15
C -0.68 0.81 -0.08
C 0.31 1.51 0.82
O 1.60 0.91 0.62
C 2.67 1.66 1.19
Mg 1.49 -1.09 0.22
H -0.77 -3.25 -1.83
H -1.70 1.12 0.16
H -0.47 1.03 -1.14
H 0.04 1.41 1.88
H 0.36 2.58 0.57
H 3.60 1.12 0.99
H 2.71 2.65 0.71
H 2.52 1.77 2.27
H -2.20 -1.29 -1.07
In -3.74 -2.25 -0.60
O -4.75 -1.67 -1.94
```